# 1
The following is a DFT calculation (the ωB97M-V functional and the def2-TZVPD basis) of a gas-phase ion, C3H3N2S (charge -1) in a non-equilibrium geometry.

## Properties
HOMO	-3.13	eV
energy relative to the best compared isomer or geometry (same formula, charge and spin)	461.5	kJ/mol
total charge	-1
frontier orbital gap	7.3096	eV

Positions of all 9 atoms, in Å:
C 0.39 0.42 -0.29
C 1.00 -0.24 0.69
C -1.42 -0.76 0.09
N 0.43 -1.28 1.35
N -0.83 -1.51 0.96
S -1.64 -2.80 1.71
H 0.39 1.32 -0.85
H 2.03 -0.06 1.02
H -2.33 -0.92 -0.42

# 2
The following is a DFT calculation (the ωB97M-V functional and the def2-TZVPD basis) of C4H6N2 in the gas phase.

## Properties
HOMO	-8.74	eV
energy relative to the best compared isomer or geometry (same formula, charge and spin)	199.3	kJ/mol
total charge	0
frontier orbital gap	9.6200	eV
SMILES string	[H]/N=C/N=C=CC

Positions of all 12 atoms, in Å:
H -0.23 -2.05 3.21
N -0.05 -1.86 2.23
C -1.00 -1.16 1.75
N -1.04 -0.88 0.38
C -0.15 -0.35 -0.28
C 0.71 0.20 -1.09
C 0.52 1.59 -1.65
H -1.88 -0.81 2.29
H 1.56 -0.40 -1.42
H 1.47 2.03 -1.96
H 0.06 2.26 -0.92
H -0.13 1.57 -2.53

# 3
The following is a DFT calculation (the ωB97M-V functional and the def2-TZVPD basis) of C2H2N2OS2 in the gas phase in a non-equilibrium geometry.

## Properties
2S+1	3
HOMO (spin up / spin down)	-6.02 / -8.08	eV
energy relative to the best compared isomer or geometry (same formula, charge and spin)	356.2	kJ/mol
total charge	0
frontier orbital gap (spin up / spin down)	5.4265 / 4.8496	eV

Positions of all 9 atoms, in Å:
C -0.36 -1.63 1.00
C 0.52 -1.93 0.11
N -0.54 0.76 0.80
N -0.73 -0.35 1.32
O 1.40 -2.18 -0.62
S -0.24 3.15 -1.36
S 0.05 1.12 -0.80
H -1.18 -2.24 1.41
H 1.09 3.31 -1.86

# 4
The following is a DFT calculation (the ωB97M-V functional and the def2-TZVPD basis) of 11 unconnected molecules or ions with the total composition BF4H20O10 in a non-equilibrium geometry.

## Properties
HOMO	-7.79	eV
energy relative to the best compared isomer or geometry (same formula, charge and spin)	0.0	kJ/mol
total charge	-1
frontier orbital gap	10.4746	eV

Positions of all 35 atoms, in Å:
B 0.51 -0.25 -0.36
F 1.48 -0.90 -1.16
F 1.06 0.94 0.12
F -0.67 -0.01 -1.09
F 0.19 -1.07 0.70
O -2.04 -2.63 -0.27
H -2.99 -2.68 -0.41
H -1.81 -1.71 -0.49
O 1.61 1.59 -2.53
H 1.35 1.13 -1.70
H 2.18 0.95 -2.97
O -0.95 -3.72 2.04
H -0.01 -3.73 1.83
H -1.38 -3.51 1.19
O -1.97 2.77 0.05
H -1.54 2.03 0.50
H -2.53 3.17 0.72
O 1.73 -3.42 0.40
H 1.71 -3.97 -0.38
H 1.29 -2.60 0.13
O -0.68 -0.53 -3.64
H -0.75 -0.31 -2.69
H 0.24 -0.34 -3.86
O -2.06 -1.53 3.32
H -1.77 -0.77 2.81
H -1.68 -2.31 2.86
O 0.48 3.73 -1.25
H -0.29 3.25 -0.91
H 0.83 3.16 -1.97
O 0.10 1.22 2.64
H 0.43 0.95 1.77
H 0.45 0.57 3.25
O 2.59 3.86 0.58
H 1.83 3.63 0.01
H 3.06 3.03 0.73

| no. | E_tot (eV) |
| --- | --- |
| 1 | -16971.2819 |
| 2 | -7223.5249 |
| 3 | -28797.1979 |
| 4 | -32356.8039 |